[1]
Molecular formula: C25H37N5O3
Method: DFT, ωB97M-V with the def2-TZVPD basis set

The value obtained for the HOMO energy is -8.0 eV. The calculation puts the relative energy (zero: lowest compared OMol25 entry of this formula, charge and spin) at 4.0 kcal per mole. The value obtained for the strongest force on any atom is 1.235 eV Å⁻¹. The energy comes out at -40119.302 eV.

Structure (ORCA input):
```
! wB97M-V def2-TZVPD RIJCOSX def2/J DEFGRID3
* xyz 0 1
O -3.660 1.237 2.385
O -2.004 1.770 -0.717
O 5.570 -1.219 0.522
N 1.551 -2.216 -0.604
N 3.536 1.634 0.305
N 2.369 1.463 0.937
N -4.375 0.573 0.361
N 3.458 -0.965 1.317
C 2.024 2.468 -1.053
C 0.013 1.864 0.228
C 2.095 -1.249 -1.541
C -4.185 0.129 -1.008
C 1.386 -1.357 -2.891
C -2.137 1.451 0.607
C -2.176 -4.566 -0.511
C -3.441 1.090 1.189
C 3.098 -2.357 1.439
C -5.629 0.081 0.904
C -0.605 1.242 2.668
C 0.404 -1.732 0.139
C -0.145 2.354 -2.275
C -0.706 2.029 -0.931
C 3.370 2.235 -0.897
C 4.633 -0.525 0.853
C -0.916 1.507 1.241
C -5.449 -0.672 -1.336
C 1.443 1.959 0.133
C 4.722 1.024 0.832
C -5.948 -1.128 0.033
C -0.608 -2.835 0.453
C 1.198 3.093 -2.128
C -1.194 -3.443 -0.817
C 2.517 -2.985 0.143
H -0.852 2.958 -2.846
H 0.009 2.047 3.066
H -0.133 -3.619 1.045
H -0.376 -3.820 -1.432
H -5.241 -1.501 -2.009
H 5.583 1.314 0.229
H -1.408 -2.401 1.059
H -6.191 -0.024 -1.803
H 3.159 -1.446 -1.686
H 1.512 -2.357 -3.297
H -3.290 -0.500 -1.076
H 1.003 4.136 -1.857
H -1.703 -2.662 -1.387
H -5.498 -0.149 1.963
H 1.801 -0.637 -3.592
H -4.059 0.979 -1.683
H -1.525 1.164 3.237
H -0.094 -0.979 -0.475
H 1.994 -0.222 -1.168
H 0.321 -1.168 -2.780
H -7.006 -1.377 0.036
H -1.681 -5.371 0.027
H 0.010 1.418 -2.825
H 2.376 -2.440 2.253
H 2.057 -3.936 0.431
H -2.592 -4.974 -1.430
H -2.996 -4.201 0.104
H 1.732 3.088 -3.079
H 0.698 -1.236 1.078
H -6.403 0.851 0.808
H -5.380 -1.995 0.373
H 3.998 -2.917 1.704
H -0.038 0.316 2.763
H 4.203 2.443 -1.538
H 3.343 -3.211 -0.532
H 2.736 -0.259 1.472
H 4.876 1.355 1.865
*
```

Mulliken population analysis, charges in e, atoms 1 to 4: atom 1 (O): -0.73, atom 2 (O): -0.52, atom 3 (O): -0.69, atom 4 (N): 0.51

=====

[2]
Molecular formula: C25H37NO6S
Method: DFT, ωB97M-V with the def2-TZVPD basis set

The value obtained for the HOMO energy is -8.7 eV. The value obtained for the strongest force on any atom is 4.817 eV Å⁻¹. The energy comes out at -51128.669 eV.

Structure (ORCA input):
```
! wB97M-V def2-TZVPD RIJCOSX def2/J DEFGRID3
* xyz 0 1
S 3.615 -0.656 1.683
O 0.971 -1.719 -1.182
O -4.072 -0.445 2.972
O -5.132 0.699 4.763
O 5.583 -3.192 -0.661
O -3.212 0.552 -0.743
O -3.146 4.536 -3.389
N -1.347 -0.945 -0.803
C 0.386 0.474 -0.018
C -5.391 3.909 -3.809
C -2.974 -2.215 0.803
C 0.271 3.307 1.448
C 3.812 -4.171 -1.893
C -4.398 0.718 3.750
C -0.932 1.266 0.206
C -2.186 -2.004 2.192
C -4.691 2.763 -3.113
C 1.683 1.141 0.486
C 1.611 2.542 1.198
C -2.649 -0.724 3.036
C 4.203 -3.568 -0.558
C -4.470 5.074 -3.502
C -2.014 0.315 -0.471
C 5.118 -4.780 -2.356
C -1.048 2.626 0.919
C 6.132 -3.772 -1.852
C -3.808 2.139 3.260
C 6.129 -1.008 3.013
C -2.042 -2.231 -0.501
C 0.111 -0.913 -0.748
C -3.232 3.106 -3.331
C 3.083 0.414 0.253
C 5.276 0.076 2.175
H -3.745 2.071 2.107
H 5.833 0.462 1.242
H -1.985 0.165 2.752
H -5.416 3.728 -4.888
H 6.873 -1.524 2.301
H 2.568 3.049 1.590
H -2.588 2.730 -2.533
H -2.359 -2.924 2.869
H 5.392 -1.803 3.375
H -4.490 5.841 -4.279
H -3.875 -1.502 0.680
H -4.923 2.781 -2.043
H -1.340 -3.141 -0.467
H 2.989 -0.209 -0.701
H 0.223 4.323 1.970
H 3.505 -3.381 -2.585
H -6.414 4.073 -3.466
H 4.115 -4.303 0.250
H 5.273 -5.745 -1.863
H -2.415 -0.962 4.146
H 6.656 -0.443 3.850
H -4.510 3.000 3.520
H -2.870 2.710 -4.287
H 3.855 1.252 0.054
H -3.450 -3.269 0.865
H 6.287 -2.966 -2.577
H 5.020 1.017 2.800
H -2.063 3.117 1.051
H 5.172 -4.936 -3.435
H -2.749 -2.434 -1.396
H -1.057 -1.944 1.993
H -4.961 1.780 -3.504
H 3.601 -2.694 -0.301
H 2.996 -4.891 -1.813
H -4.725 5.541 -2.544
H -2.761 2.345 3.665
H 7.099 -4.228 -1.626
*
```

Mulliken population analysis, charges in e, atoms 1 to 4: atom 1 (S): -0.13, atom 2 (O): -0.60, atom 3 (O): -0.27, atom 4 (O): -0.55

=====

[3]
Molecular formula: C25H38AlB3CaCl7FN3O11
Method: DFT, ωB97M-V with the def2-TZVPD basis set

The value obtained for the HOMO energy is -8.4 eV. The value obtained for the strongest force on any atom is 6.813 eV Å⁻¹. The energy comes out at -170956.036 eV.

Structure (ORCA input):
```
! wB97M-V def2-TZVPD RIJCOSX def2/J DEFGRID3
* xyz 1 1
Ca -2.928 -2.159 5.523
Cl 4.866 -2.215 -3.979
Cl 3.124 3.123 5.574
Cl 5.094 0.588 -4.786
Cl 1.217 1.700 3.937
Cl 0.987 4.561 4.271
Cl 3.146 3.455 2.710
Cl -0.040 -5.849 -1.819
Al -3.186 -1.355 2.197
F 0.400 -6.013 2.572
O -1.267 -0.978 3.044
O 0.776 0.887 7.056
O -2.533 -2.044 0.502
O 3.167 0.589 0.003
O -6.742 -1.801 5.500
O -6.002 -0.437 4.013
O 1.364 -2.549 6.908
O 1.342 -4.150 -0.083
O 1.554 -2.792 1.937
O -0.354 -4.109 1.568
O 5.086 -0.450 -0.581
N -1.064 -3.469 -0.706
N 1.359 0.779 -4.855
N -6.899 -1.062 4.552
C -1.882 -2.813 -0.186
C -1.348 -2.180 3.856
C 4.317 1.486 -1.868
C 3.693 -3.686 0.846
C 1.378 -0.053 6.534
C -2.849 0.986 2.493
C 0.525 0.354 -3.859
C 0.778 1.818 -5.531
C 4.542 -1.783 -0.580
C -0.439 2.065 -4.955
C -1.772 4.785 -8.669
C 4.281 -2.246 0.868
C -3.244 6.109 -6.723
C -3.763 5.954 -8.002
C 4.875 -1.087 -5.332
C -0.125 -3.035 3.860
C -0.600 1.135 -3.893
C 4.118 0.493 -0.728
C 0.781 -1.600 7.417
C -3.025 5.296 -8.976
C -1.989 5.602 -6.418
C -8.280 -0.917 4.016
C -1.255 4.936 -7.390
C -2.197 0.023 3.593
C 2.127 3.221 4.122
B 0.029 -3.964 0.244
B 2.132 -3.562 0.897
B 0.376 -3.333 2.384
H 1.174 -0.300 5.476
H 5.346 1.393 -2.209
H 3.625 -1.512 1.334
H 4.093 -4.213 1.717
H -1.137 2.827 -5.262
H 0.681 -2.588 4.448
H 2.261 0.388 -5.059
H -2.225 1.859 2.302
H 5.244 -2.490 -1.018
H -0.384 -3.983 4.358
H -8.612 -1.903 3.705
H -3.427 5.181 -9.974
H -8.254 -0.230 3.178
H 2.477 -0.111 6.631
H 5.247 -2.192 1.379
H -3.084 -0.519 4.075
H 3.929 -1.165 -5.856
H -0.277 4.536 -7.151
H -3.819 6.626 -5.965
H 0.804 -0.464 -3.215
H -2.343 -2.756 3.551
H -1.582 5.725 -5.422
H -0.326 -1.489 7.273
H -1.446 1.049 -3.231
H -8.900 -0.531 4.820
H 5.690 -1.344 -5.998
H 1.280 2.289 -6.358
H -3.156 0.476 1.552
H 3.576 -1.822 -1.094
H 4.035 -4.222 -0.043
H -1.740 0.686 4.339
H -3.767 1.361 2.960
H 4.179 2.473 -1.426
H -1.486 -1.803 4.932
H -1.198 4.267 -9.428
H -4.743 6.348 -8.239
H 3.615 1.282 -2.669
H 0.955 -1.387 8.486
*
```

Mulliken population analysis, charges in e, atoms 1 to 4: atom 1 (Ca): 1.20, atom 2 (Cl): -0.10, atom 3 (Cl): -0.09, atom 4 (Cl): -0.14

=====

[4]
Molecular formula: C25H38AsFeN4P
Method: DFT, ωB97M-V with the def2-TZVPD basis set

The value obtained for the HOMO energy (spin up / spin down) is -14.8 / -14.8 eV. The calculation puts the relative energy (zero: lowest compared OMol25 entry of this formula, charge and spin) at 0.0 kcal per mole. The value obtained for the strongest force on any atom is 0.612 eV Å⁻¹. The energy comes out at -137006.159 eV.

Structure (ORCA input):
```
! wB97M-V def2-TZVPD RIJCOSX def2/J DEFGRID3
* xyz 2 1
As 0.179 -1.997 1.362
Fe 0.095 0.112 -0.020
P 1.861 -0.471 -1.541
N -1.517 -0.823 -1.002
N -1.189 1.211 1.275
N -0.352 1.762 -1.212
N 1.429 0.963 1.425
C 3.532 1.517 2.442
C 0.817 -3.686 0.622
C -0.657 1.039 2.638
C -1.565 -2.641 1.963
C -1.196 4.010 -2.620
C 2.779 1.009 -2.129
C -0.862 2.825 -0.575
C -2.611 0.821 1.239
C 0.838 1.222 2.607
C 2.757 1.120 1.369
C 3.239 -1.539 -0.972
C -2.170 -2.678 -2.397
C -0.768 2.872 -3.291
C 1.581 -1.329 -3.142
C -3.491 -2.259 -2.376
C -0.363 1.781 -2.551
C 1.537 1.643 3.725
C -1.240 -1.937 -1.702
C -1.034 2.647 0.910
C 2.912 1.786 3.651
C -3.798 -1.128 -1.646
C -2.803 -0.426 -0.972
C -1.264 3.974 -1.238
C -3.209 0.781 -0.160
C 1.181 -2.047 3.033
H 0.798 -1.329 3.755
H -2.280 -2.627 1.142
H -0.152 3.048 1.413
H 0.749 -0.924 -3.717
H 1.106 -3.045 3.463
H -0.211 -2.247 -1.685
H 0.721 -4.454 1.388
H -4.818 -0.774 -1.586
H -2.685 -0.170 1.686
H -1.946 -2.030 2.781
H -4.261 -2.802 -2.906
H -1.464 -3.663 2.326
H -1.506 4.891 -3.165
H -0.050 0.871 -3.044
H 3.691 0.695 -2.638
H -1.656 4.810 -0.674
H 1.863 -3.614 0.342
H 2.904 -2.573 -0.936
H 2.183 1.582 -2.834
H 4.601 1.622 2.320
H 4.061 -1.487 -1.686
H -1.119 1.743 3.339
H 1.389 -2.388 -2.975
H -1.893 3.217 1.276
H 2.231 -1.824 2.840
H 0.223 -3.987 -0.238
H -4.293 0.760 -0.054
H 3.482 2.114 4.509
H 2.486 -1.256 -3.746
H 3.227 0.927 0.421
H -1.863 -3.561 -2.938
H -0.904 0.035 2.985
H 1.001 1.860 4.639
H 3.046 1.680 -1.316
H -0.749 2.828 -4.370
H 3.614 -1.267 0.012
H -3.185 1.509 1.870
H -2.991 1.699 -0.711
*
```

Mulliken population analysis, charges in e, atoms 1 to 4: atom 1 (As): 1.16, atom 2 (Fe): 0.16, atom 3 (P): 0.81, atom 4 (N): 1.43